Entry 1:
A single C4H8O2 molecule. Source: the Open Molecules 2025 dataset; level of theory: ωB97M-V with the def2-TZVPD basis set.

SMILES: O[C@H]1CCOC1
Relative energy (zero: lowest compared OMol25 entry of this formula, charge and spin), kJ/mol: 118.00

Geometry (Å):
O 0.8018 -1.1076 -1.3604
C 0.5014 0.1773 -0.8459
C -0.9784 0.3270 -0.4804
C -0.9892 -0.2687 0.9220
O 0.2137 0.1818 1.5230
C 1.1818 0.4377 0.5080
H 0.5985 -1.7571 -0.6738
H 0.8219 0.8827 -1.6175
H -1.6290 -0.1910 -1.1893
H -1.2541 1.3869 -0.4410
H -1.0109 -1.3718 0.8754
H -1.8275 0.0559 1.5438
H 1.5246 1.4750 0.6061
H 2.0454 -0.2281 0.6302

Forces on atoms 1 to 3 (eV/Å):
O -0.051 -0.251 0.122
C -0.008 0.340 0.077
C -0.034 0.008 -0.013

---

Entry 2:
A single C4H5NO molecule. Source: the Open Molecules 2025 dataset; level of theory: ωB97M-V with the def2-TZVPD basis set.

SMILES: C=C1C=CNO1
Relative energy (zero: lowest compared OMol25 entry of this formula, charge and spin), kJ/mol: 368.89

Geometry (Å):
C 0.9783 1.4943 -0.2591
C 0.5644 0.2381 -0.3200
C 0.4199 -0.7712 0.7101
C -0.7615 -1.3083 0.4217
N -1.3185 -0.7985 -0.7879
O -0.2618 -0.0262 -1.3725
H -1.7873 0.2046 -0.4049
H 1.5880 1.7580 0.5845
H 0.8743 2.1598 -1.1130
H 1.0596 -0.9342 1.5646
H -1.3553 -2.0163 0.9766

Forces on atoms 1 to 3 (eV/Å):
C 1.312 0.191 0.212
C -0.095 1.746 -0.334
C -0.336 -0.338 -0.223

---

Entry 3:
15 unconnected molecules or ions with the total composition C36H105N3O27. Source: the Open Molecules 2025 dataset; level of theory: ωB97M-V with the def2-TZVPD basis set.

Relative energy (zero: lowest compared OMol25 entry of this formula, charge and spin), kJ/mol: 265.41

Geometry (Å):
C 17.4450 4.5816 20.5138
C 16.5145 4.7980 21.6897
C 16.9986 4.4699 23.0742
O 17.4042 3.0877 23.0091
C 17.6047 2.4918 24.2829
N 15.7956 6.0817 21.5658
H 16.7981 4.6941 19.6419
H 17.7323 3.5318 20.5016
H 18.3295 5.2164 20.5236
H 15.7276 4.0537 21.5063
H 16.2686 4.5862 23.8787
H 17.8894 5.0775 23.2764
H 16.6556 2.4631 24.8295
H 18.2604 3.0704 24.9397
H 18.0041 1.4889 24.1582
H 15.2877 6.3756 20.7379
H 15.0834 6.1347 22.2860
C 15.4704 9.6125 22.9751
C 16.6246 9.2298 23.8998
C 16.2574 7.9656 24.7112
O 17.3664 7.5294 25.4991
C 17.0146 6.3426 26.1674
N 17.8225 9.0539 23.1013
H 15.7221 10.4319 22.2937
H 14.5987 10.0886 23.4280
H 15.2036 8.7773 22.3237
H 16.6398 9.9512 24.7242
H 15.9664 7.1737 24.0110
H 15.3632 8.2084 25.2929
H 17.0047 5.4258 25.5766
H 16.0387 6.4847 26.6449
H 17.6793 6.2854 27.0309
H 18.3126 8.2934 23.5678
H 17.4548 8.6034 22.2623
C 29.2426 5.3057 18.9884
C 28.2401 6.4536 18.9503
C 27.4973 6.7141 17.6299
O 26.4069 7.5961 17.8363
C 25.6754 7.7215 16.6424
N 27.1784 6.0224 19.8713
H 29.7495 5.1413 19.9371
H 30.0699 5.6448 18.3528
H 28.8067 4.4014 18.5676
H 28.6679 7.3344 19.4414
H 27.1804 5.7796 17.1621
H 28.2007 7.2935 17.0198
H 26.3210 8.0341 15.8161
H 24.8174 8.3781 16.7745
H 25.2419 6.7649 16.3285
H 27.5765 5.9767 20.8107
H 26.4649 6.7306 20.0239
C 22.3701 6.7304 17.1674
C 21.7170 7.9098 16.4962
O 22.5470 8.5177 15.5176
O 21.4997 6.1405 18.1077
H 23.1914 7.0554 17.8154
H 22.6567 5.9841 16.4253
H 21.4231 8.6536 17.2430
H 20.8052 7.6353 15.9591
H 22.1490 8.3142 14.6701
H 21.5264 6.6873 18.9037
C 27.3836 7.0821 23.3528
C 26.4916 6.3497 24.3555
O 27.3450 5.8967 25.4184
O 28.0873 6.1276 22.5432
H 28.0188 7.7377 23.9509
H 26.7884 7.7155 22.6953
H 25.8161 5.6154 23.9163
H 25.9089 7.1200 24.8740
H 26.7921 5.9177 26.2133
H 28.6062 5.5272 23.0880
C 23.4938 12.8418 22.4584
C 23.8940 13.7185 21.2582
O 25.0005 13.2210 20.5438
O 22.9284 11.6101 22.0666
H 22.8910 13.3874 23.1972
H 24.4027 12.5677 23.0017
H 24.3348 14.6302 21.6767
H 23.1388 14.0214 20.5256
H 24.8497 12.3055 20.2316
H 22.0427 11.7785 21.7097
C 26.4702 10.1998 21.2514
C 25.9094 9.8223 19.9071
O 24.8145 10.7219 19.6364
O 25.5159 10.0857 22.3048
H 26.9372 11.1782 21.1206
H 27.2429 9.4548 21.4483
H 25.5899 8.7796 19.8437
H 26.5817 9.9243 19.0535
H 24.2959 10.5205 18.8539
H 24.8106 10.7112 22.0860
C 20.0273 10.0773 20.6211
C 18.8122 9.8730 19.7239
O 19.1583 10.1288 18.3702
O 20.3058 11.4417 20.8474
H 20.8159 9.4796 20.1620
H 19.7660 9.6195 21.5824
H 18.0183 10.5361 20.0901
H 18.4302 8.8270 19.8962
H 19.8116 10.8346 18.3347
H 19.5311 11.9043 21.1928
C 17.3827 8.0259 18.9597
C 15.9941 8.5449 18.6839
O 14.9661 7.6546 19.1682
O 17.6846 7.8488 20.3631
H 18.1387 8.5529 18.3991
H 17.3738 6.9985 18.5709
H 15.8952 8.8378 17.6367
H 15.7889 9.4593 19.2511
H 14.0946 8.0549 19.1353
H 17.1190 7.1263 20.7119
C 23.4773 5.6371 27.1809
C 24.7308 5.6813 28.0790
O 25.7999 6.5167 27.6420
O 23.7725 5.3409 25.8274
H 23.1399 6.6797 27.2077
H 22.6708 5.0125 27.5620
H 25.1585 4.6862 28.2127
H 24.4374 5.9888 29.0864
H 25.5843 7.4018 27.9502
H 23.5755 6.1004 25.2714
C 23.5557 7.3232 21.7384
C 22.7359 8.4102 21.0584
O 21.5936 7.8068 20.4715
O 22.7389 6.5699 22.6500
H 24.4462 7.6650 22.2716
H 23.9219 6.6313 20.9768
H 23.3312 8.7418 20.2071
H 22.5462 9.2476 21.7336
H 21.1406 7.3561 21.2012
H 22.4766 7.2759 23.2612
C 24.4993 4.0089 18.2948
C 23.3326 3.0340 18.4958
O 22.2530 3.3591 17.6287
O 25.5931 3.6825 19.1509
H 24.1402 4.9968 18.6046
H 24.8020 4.0726 17.2450
H 23.0526 3.1932 19.5400
H 23.6773 2.0150 18.3276
H 21.9859 4.2658 17.8392
H 26.1132 4.5009 19.2165
C 23.2689 10.3239 24.8079
C 23.3654 8.8846 25.3382
O 22.2183 8.1077 25.0705
O 22.3293 11.0482 25.6242
H 22.9230 10.4764 23.7827
H 24.2450 10.7924 24.9685
H 23.6224 9.0164 26.3935
H 24.2566 8.4661 24.8659
H 21.5156 8.4509 25.6359
H 22.0801 11.8078 25.0767
C 24.4831 1.8821 22.1016
C 24.4154 3.3091 22.6347
O 23.8545 4.2019 21.6994
O 25.5130 1.7819 21.1193
H 23.5492 1.5826 21.6183
H 24.6880 1.1986 22.9253
H 25.4195 3.6228 22.9468
H 23.8744 3.4291 23.5793
H 23.3733 4.8927 22.1734
H 25.3935 2.4582 20.4289
C 19.8562 11.6469 23.3443
C 20.2595 13.0750 23.3484
O 21.5315 13.3639 23.9462
O 18.6413 11.5581 22.6427
H 19.6466 11.2614 24.3482
H 20.5620 10.9622 22.8663
H 19.4778 13.7280 23.7462
H 20.2958 13.4299 22.3108
H 21.6965 14.3066 23.8658
H 18.2003 10.6855 22.7601

Forces on atoms 1 to 3 (eV/Å):
C -0.166 -0.473 0.462
C -2.779 -0.807 -1.535
C 1.511 -0.693 -0.288

---

Entry 4:
A single C5H6F2O molecule. Source: the Open Molecules 2025 dataset; level of theory: ωB97M-V with the def2-TZVPD basis set.

Relative energy (zero: lowest compared OMol25 entry of this formula, charge and spin), kJ/mol: 315.86

Geometry (Å):
C 1.4377 0.8316 -0.6250
C 0.7629 1.4384 0.4281
C -1.0867 0.1671 0.1473
C 0.7284 -0.2214 -1.1974
C -1.1383 -1.1034 0.9612
O -0.5367 1.2800 0.6489
F 0.3263 -0.3359 -2.4884
F 0.9884 -1.5507 -0.8074
H 2.4637 1.1445 -0.8446
H 1.0374 2.1673 1.1218
H -1.7793 0.3334 -0.7152
H -1.0635 -1.9166 0.1570
H -1.9527 -1.0696 1.6422
H -0.1876 -1.1646 1.5714

Forces on atoms 1 to 3 (eV/Å):
C 0.545 2.234 2.541
C 0.528 -0.831 -2.378
C 2.081 -2.340 -4.484

---

Entry 5:
A single C4H9F molecule. Source: the Open Molecules 2025 dataset; level of theory: ωB97M-V with the def2-TZVPD basis set.

SMILES: CCCCF
Relative energy (zero: lowest compared OMol25 entry of this formula, charge and spin), kJ/mol: 140.31

Geometry (Å):
C 1.3057 1.4804 0.1406
C 0.1255 0.6898 -0.5682
C -0.1407 -0.5021 0.2916
C -1.2895 -1.4266 -0.0363
H 0.8630 2.0503 1.0050
H 2.0920 2.0027 -0.5409
H 1.9345 0.6209 0.5624
H 0.5868 0.4000 -1.5095
H -0.8625 1.1847 -0.6041
H 0.7432 -1.1353 0.2640
H -0.4306 -0.1464 1.3976
H -1.4275 -2.3356 0.6691
H -2.3291 -0.9887 0.2264
F -1.1708 -1.8940 -1.2976

Forces on atoms 1 to 3 (eV/Å):
C 0.587 -1.122 0.103
C 0.808 0.917 0.573
C -0.958 -0.861 2.691

---

Entry 6:
A molecular structure, C31H31N3O2SiTaTe. Source: the Open Molecules 2025 dataset; level of theory: ωB97M-V with the def2-TZVPD basis set.

Total charge: +3
Relative energy (zero: lowest compared OMol25 entry of this formula, charge and spin), kJ/mol: 25.63

Geometry (Å):
Ta -0.4179 0.9880 0.6297
C 1.0345 1.3232 4.3249
C 0.0999 0.2346 3.9131
C -0.3675 -0.7353 4.7799
C -1.2406 -1.7150 4.3171
C -1.6708 -1.7321 2.9932
C -1.1908 -0.7381 2.1742
N -0.3119 0.2060 2.6253
N -1.5185 -0.5218 0.7948
Si -2.9181 -1.3858 -0.1499
C -2.4388 -3.1734 -0.2707
C -2.9019 -0.4929 -1.7764
C -4.4125 -1.0025 0.8851
H 0.5132 2.0319 4.9727
H 1.4288 1.8636 3.4633
H 1.8679 0.9222 4.9010
H -0.0479 -0.7256 5.8125
H -1.5949 -2.4788 4.9975
H -2.3517 -2.4834 2.6262
H -1.4607 -3.3098 -0.7349
H -3.1657 -3.6775 -0.9133
H -2.4457 -3.7047 0.6808
H -1.9046 -0.3376 -2.1922
H -3.4095 0.4719 -1.7182
H -3.4452 -1.1036 -2.5016
H -4.4091 -1.4738 1.8677
H -5.2947 -1.3753 0.3575
H -4.5548 0.0739 1.0104
O 0.4821 1.9000 -3.1681
C 0.6451 1.6124 -2.0445
O -0.4147 1.6439 -1.1028
C 1.8776 1.1438 -1.3429
C 3.0656 1.1767 -2.0441
C 4.2057 0.7275 -1.4090
C 4.1082 0.2047 -0.1125
C 5.2532 -0.3152 0.5419
C 5.1510 -0.8857 1.7760
C 3.8859 -0.9650 2.3917
C 2.7623 -0.4545 1.7962
C 2.8370 0.1607 0.5358
N 1.7198 0.6959 -0.0793
H 3.0666 1.5526 -3.0578
H 5.1663 0.7549 -1.9082
H 6.2038 -0.2581 0.0281
H 6.0203 -1.2903 2.2741
H 3.7983 -1.4526 3.3537
H 1.8092 -0.5718 2.2913
Te -2.1744 2.9013 1.7357
C -0.6002 4.3101 1.6456
C -0.1938 4.8815 2.8493
C 0.8421 5.8034 2.8402
C 1.4601 6.1486 1.6439
C 1.0443 5.5796 0.4470
C 0.0118 4.6525 0.4392
C -3.5342 3.4412 0.2166
C -3.2039 3.5352 -1.1305
C -4.1851 3.9239 -2.0290
C -5.4718 4.2063 -1.5844
C -5.7876 4.1074 -0.2364
C -4.8171 3.7259 0.6778
H -0.6924 4.6401 3.7804
H 1.1519 6.2700 3.7654
H 2.2552 6.8817 1.6425
H 1.5058 5.8781 -0.4847
H -0.3547 4.2646 -0.5031
H -2.2069 3.3224 -1.4906
H -3.9423 4.0121 -3.0792
H -6.2295 4.5122 -2.2927
H -6.7856 4.3379 0.1104
H -5.0661 3.6660 1.7309

Forces on atoms 1 to 3 (eV/Å):
Ta 0.335 0.218 0.286
C -0.031 0.032 -0.007
C 0.073 0.003 0.031

---

Entry 7:
A molecular structure, C17H16Cl5IrN2O. Source: the Open Molecules 2025 dataset; level of theory: ωB97M-V with the def2-TZVPD basis set.

Spin multiplicity: 5

Geometry (Å):
Ir -1.2703 0.7058 1.6752
Cl -1.0649 2.9538 1.3557
C -3.1836 0.3907 1.1758
C -2.7052 -0.7033 1.8042
C -3.4879 -1.7911 2.1104
Cl -2.8783 -3.1802 2.9256
C -4.8294 -1.7008 1.7255
Cl -5.8959 -3.0062 2.0531
C -5.3286 -0.5431 1.0848
Cl -6.9811 -0.4782 0.6256
C -4.4980 0.5492 0.8135
Cl -5.0867 1.9723 0.0464
N 2.0397 1.2845 1.8483
C 1.4112 1.3454 3.0111
N 1.9563 2.0327 4.0426
O 0.3105 0.7594 3.2079
H 2.8077 1.8991 1.6310
H 1.3604 0.6343 0.9939
H 2.8453 2.4897 3.9703
H 1.4854 2.0096 4.9288
C -0.8216 -0.0282 -1.7797
C 0.5506 0.3144 -1.1685
C 0.8209 1.8021 -1.4457
C 0.4660 -0.0222 0.3089
C 1.6787 -0.5114 -1.7981
C 3.0005 -0.2640 -1.4247
C 4.0545 -0.9562 -1.9964
C 3.8111 -1.9264 -2.9595
C 2.5035 -2.2057 -3.3185
C 1.4484 -1.5074 -2.7416
H -1.5743 0.6477 -1.3757
H -1.1246 -1.0518 -1.5504
H -0.7931 0.0995 -2.8638
H -0.0209 2.4107 -1.1233
H 0.9732 1.9509 -2.5156
H 1.7110 2.1554 -0.9238
H 0.6590 -1.0757 0.5178
H 3.2116 0.4760 -0.6620
H 5.0708 -0.7367 -1.6939
H 4.6319 -2.4610 -3.4193
H 2.2953 -2.9697 -4.0569
H 0.4410 -1.7636 -3.0390

Forces on atoms 1 to 3 (eV/Å):
Ir 0.097 -0.295 0.067
Cl -0.128 0.256 0.032
C 0.575 -0.111 0.144

---

Entry 8:
A molecular structure, C17H25BN5O2S2Zn. Source: the Open Molecules 2025 dataset; level of theory: ωB97M-V with the def2-TZVPD basis set.

Total charge: +1
Relative energy (zero: lowest compared OMol25 entry of this formula, charge and spin), kJ/mol: 9.46

Geometry (Å):
Zn -0.4575 -1.2202 -0.5082
C -3.1064 -0.0438 -3.7559
C -1.9503 -0.1574 -2.8076
N -2.0802 -0.6741 -1.5837
N -3.2743 -1.2440 -1.1926
C -3.3345 -2.0393 -0.0935
N -4.5468 -2.4417 0.3138
S -1.9403 -2.5689 0.7972
C -0.6014 0.1479 -3.1177
C -0.2344 0.5183 -4.4110
C 1.1104 0.7648 -4.7074
C 2.0618 0.7512 -3.6780
C 1.6168 0.3773 -2.3886
N 0.3470 0.0327 -2.1122
H -4.0251 0.2068 -3.2019
H -3.2506 -1.0004 -4.2807
H -2.9681 0.7572 -4.5044
H -4.1114 -0.9123 -1.6624
H -5.3962 -2.1558 -0.1866
H -4.6593 -3.0788 1.0962
H -0.9896 0.6503 -5.1795
H 1.4098 0.9915 -5.7223
H 3.0930 1.0139 -3.8663
H 2.3142 0.2772 -1.5483
C 0.6029 3.4915 1.9424
C 0.2485 2.1592 2.6012
C -0.6502 2.4126 3.8061
O -0.5622 1.3257 1.6605
B 0.2577 0.3434 1.1845
O 1.4977 0.2976 1.7345
C 1.5227 1.2592 2.8834
C 2.8853 1.9185 2.8652
C 1.3491 0.4351 4.1626
H -0.2868 4.0910 1.6989
H 1.1808 3.3923 1.0088
H 1.1636 4.0761 2.7108
H -1.4119 3.1855 3.5630
H -0.0081 2.8269 4.5888
H -1.1468 1.5020 4.1733
H 3.1789 2.3500 1.8903
H 3.6518 1.1941 3.2009
H 2.8471 2.7436 3.5980
H 0.3796 -0.0998 4.1690
H 1.3991 1.1555 5.0064
H 2.1730 -0.2795 4.3040
S 2.3681 -4.5987 -1.7015
C 2.4749 -4.3315 0.0121
C 1.7674 -3.2288 0.4283
N 1.0906 -2.6019 -0.6627
C 1.3516 -3.2498 -1.7973
H 3.0353 -4.9980 0.6393
H 1.6613 -2.8038 1.4000
H 0.9526 -2.9206 -2.7697

Forces on atoms 1 to 3 (eV/Å):
Zn 1.687 2.074 2.643
C -0.044 0.437 -0.091
C -1.879 -1.640 3.036

---

no.,F_max (eV/A),calculated total energy (eV)
1,0.35,-8372.05874
2,4.41,-7762.70322
3,5.45,-98776.62328
4,6.35,-12760.73805
5,3.60,-7010.25728
6,0.49,-57915.55678
7,2.01,-88362.75609
8,3.93,-100341.31605